# 1
{
  "formula": "C4H11NO2",
  "method": "ωB97M-V/def2-TZVPD",
  "symbols": ["C", "C", "C", "O", "N", "C", "O", "H", "H", "H", "H", "H", "H", "H", "H", "H", "H", "H"],
  "positions_angstrom": [[0.1948, 0.9236, -0.2860], [-1.0319, 0.1018, -0.5092], [-1.4899, 0.1548, -1.9976], [-2.0881, 0.5160, 0.3254], [0.8040, 0.5331, 1.0789], [1.2581, -0.8032, 1.2025], [2.1709, -1.3473, 0.2451], [0.9818, 0.9701, -0.9901], [-0.0797, 2.0197, -0.2913], [-0.5730, -0.8671, -0.3390], [-0.8126, -0.3844, -2.7998], [-2.4896, -0.2538, -2.0950], [-1.6116, 1.2076, -2.2467], [-1.9867, 0.0457, 1.1599], [1.4079, 1.2575, 1.4151], [0.4949, -1.5905, 1.2698], [1.8636, -1.0883, 2.1572], [2.8582, -0.7905, -0.1255]],
  "nbo_charge": [-0.24, 0.06, -0.63, -0.71, -0.66, 0.07, -0.77, 0.19, 0.20, 0.17, 0.22, 0.22, 0.20, 0.48, 0.38, 0.17, 0.18, 0.47],
  "max_force_ev_per_a": 3.581,
  "orbital_gap_ev": 10.25,
  "e_homo_ev": -9.4,
  "smiles": "C[C@H](O)CNCO",
  "mol_weight_da": 105.14
}



# 2
{
  "formula": "C23H43BBr3ClCsN2O4",
  "method": "ωB97M-V/def2-TZVPD",
  "symbols": ["C", "C", "B", "O", "C", "N", "C", "C", "C", "N", "C", "C", "C", "C", "C", "C", "O", "C", "C", "O", "C", "C", "C", "C", "Cl", "H", "H", "H", "H", "H", "H", "H", "H", "H", "H", "H", "H", "H", "H", "H", "H", "H", "H", "H", "H", "H", "H", "H", "H", "H", "H", "H", "H", "H", "H", "H", "H", "H", "C", "C", "O", "C", "H", "H", "H", "H", "H", "H", "Br", "C", "C", "Br", "H", "H", "H", "H", "Br", "Cs"],
  "positions_angstrom": [[-3.5441, 0.7124, 2.1106], [-2.1818, 1.0132, 1.4703], [-1.0368, 0.0772, 1.9720], [-1.3362, -1.2298, 2.2975], [0.4941, 0.5211, 2.0713], [0.8217, 1.9391, 2.2473], [0.3526, 2.5484, 3.2443], [0.3881, 2.0919, 4.6740], [-0.2632, 3.8856, 3.0411], [1.3931, -0.3698, 2.8774], [2.5139, -0.5723, 2.3774], [2.6430, 0.0835, 1.0381], [3.2661, -0.7157, -0.1385], [4.1359, -1.9122, 0.2631], [5.6306, -1.5549, 0.3527], [6.2072, -1.7227, 1.7312], [6.1408, -3.0909, 2.1513], [5.5756, -3.2267, 3.3745], [4.3959, -4.1598, 3.4079], [5.9543, -2.6900, 4.2997], [1.1227, 0.1754, 0.6834], [0.7043, 1.1418, -0.3962], [0.2585, 0.4907, -1.6850], [-0.8840, -0.4902, -1.5180], [-0.7498, -1.8481, -2.6696], [-4.3648, 0.6924, 1.3932], [-3.5694, -0.2540, 2.5932], [-3.8209, 1.4366, 2.8602], [-1.9712, 2.0668, 1.5713], [-2.2841, 0.8396, 0.4017], [-1.2622, -1.3414, 3.2528], [0.7316, 2.9125, 5.2796], [1.0920, 1.2949, 4.8319], [-0.5974, 1.7528, 4.9736], [-0.4375, 4.0720, 1.9964], [0.3904, 4.6680, 3.4120], [-1.1874, 3.9525, 3.5969], [1.0898, -0.7358, 3.7696], [3.2789, -1.1536, 2.8427], [2.9623, 1.1118, 1.1076], [3.8742, -0.0334, -0.7069], [2.4766, -1.0380, -0.7934], [4.0495, -2.6236, -0.5405], [3.8002, -2.4323, 1.1528], [5.8407, -0.5729, -0.0398], [6.1691, -2.2390, -0.2853], [5.7588, -1.0325, 2.4345], [7.2542, -1.4608, 1.6816], [4.6197, -4.8921, 4.1635], [4.2686, -4.6664, 2.4700], [3.5144, -3.6024, 3.6686], [0.7545, -0.8264, 0.4875], [-0.0759, 1.8157, -0.0819], [1.5554, 1.7652, -0.6233], [1.0607, 0.0215, -2.2297], [-0.0918, 1.2748, -2.3302], [-1.8338, -0.0254, -1.7073], [-0.9494, -0.9480, -0.5423], [-3.5118, -2.1651, -5.5348], [-4.3630, -0.9710, -5.8996], [-3.8695, 0.0984, -6.1657], [-5.8538, -1.1883, -5.9137], [-2.4615, -1.8840, -5.5613], [-3.7594, -2.5093, -4.5292], [-3.6773, -2.9726, -6.2497], [-6.1975, -1.4866, -4.9178], [-6.1053, -1.9615, -6.6421], [-6.3566, -0.2655, -6.1888], [-1.0880, 3.7625, -2.9803], [-2.5402, 2.7407, -3.8139], [-3.8643, 3.0183, -3.1773], [-4.0485, 2.1033, -1.4476], [-2.2574, 1.6963, -3.7595], [-2.5492, 3.0562, -4.8536], [-4.6972, 2.6067, -3.7990], [-4.0344, 4.0743, -2.9904], [-6.3259, 1.4719, -3.3895], [-6.5374, -0.1207, -1.5246]],
  "lowdin_charge": [-0.08, -0.13, -0.42, 0.16, -0.26, 0.16, -0.38, 0.00, -0.01, 0.20, 0.06, -0.14, -0.11, -0.16, -0.15, -0.18, 0.00, -0.61, 0.03, 0.20, -0.22, -0.14, -0.25, -0.58, 0.60, 0.05, 0.07, 0.08, 0.10, 0.05, 0.12, 0.10, 0.06, 0.10, 0.08, 0.10, 0.10, 0.18, 0.14, 0.16, 0.12, 0.10, 0.12, 0.09, 0.12, 0.12, 0.12, 0.13, 0.09, 0.08, 0.07, 0.14, 0.11, 0.13, 0.09, 0.04, 0.03, 0.05, -0.03, -0.51, 0.07, -0.05, 0.07, 0.08, 0.09, 0.06, 0.09, 0.07, 0.64, -0.65, -0.70, 0.54, 0.04, 0.07, -0.13, 0.06, -0.35, 0.71],
  "max_force_ev_per_a": 8.393,
  "charge": 1,
  "orbital_gap_ev": 5.90,
  "e_homo_ev": -9.6,
  "mol_weight_da": 830.49
}



# 3
{
  "formula": "C5H11N",
  "method": "ωB97M-V/def2-TZVPD",
  "symbols": ["C", "C", "C", "H", "H", "H", "H", "H", "H", "C", "C", "N", "H", "H", "H", "H", "H"],
  "positions_angstrom": [[-0.4011, 0.5239, 1.9048], [1.0432, 0.1546, 1.7748], [1.8921, 0.9859, 1.1400], [-0.4393, 1.5928, 1.7252], [-0.8387, 0.2992, 2.8744], [-1.1723, -0.1257, 1.3321], [1.4923, -0.7859, 1.9992], [2.9963, 0.8603, 1.2565], [1.5641, 1.8925, 0.7511], [-1.7401, -0.4356, -2.0049], [0.4568, -1.1420, -1.6129], [-0.7927, -1.4702, -1.4802], [-2.0921, 0.1825, -1.1884], [-1.3234, 0.2376, -2.7694], [-2.7488, -0.8720, -2.2520], [1.3363, -1.6306, -1.1376], [0.7674, -0.2674, -2.3126]],
  "nbo_charge": [-0.66, -0.17, -0.41, 0.22, 0.22, 0.23, 0.20, 0.20, 0.18, -0.46, -0.06, -0.40, 0.21, 0.18, 0.21, 0.19, 0.13],
  "max_force_ev_per_a": 2.755,
  "orbital_gap_ev": 10.60,
  "e_homo_ev": -9.5,
  "smiles": "C=CC.C=NC",
  "mol_weight_da": 85.15
}



# 4
{
  "formula": "C16H39BF4N3O5",
  "method": "ωB97M-V/def2-TZVPD",
  "symbols": ["B", "F", "F", "F", "F", "C", "C", "N", "H", "H", "H", "C", "C", "N", "H", "H", "H", "C", "C", "N", "H", "H", "H", "C", "C", "O", "H", "H", "H", "H", "H", "H", "C", "C", "O", "H", "H", "H", "H", "H", "H", "C", "C", "O", "H", "H", "H", "H", "H", "H", "C", "C", "O", "H", "H", "H", "H", "H", "H", "C", "C", "O", "H", "H", "H", "H", "H", "H"],
  "positions_angstrom": [[0.0385, -0.5792, -0.2208], [1.4185, -0.4962, -0.3258], [-0.3145, -1.8112, -0.3648], [-0.4035, -0.2292, 1.1172], [-0.5175, 0.1608, -1.1738], [2.0785, -0.5352, -3.6028], [2.9625, -1.7852, -3.5038], [3.6445, -2.7782, -3.5688], [2.4395, 0.2798, -4.1368], [1.1755, -0.8812, -3.8218], [1.6915, -0.3202, -2.6778], [2.1615, -3.6702, -0.6688], [2.8655, -5.0052, -0.4968], [3.4695, -5.9412, -0.2658], [2.9365, -2.8392, -0.6808], [1.7355, -3.5492, -1.5718], [1.4705, -3.7322, 0.0812], [-1.7115, 2.4398, 0.7852], [-1.6485, 2.6238, 2.2902], [-1.7265, 2.8438, 3.4132], [-2.4855, 1.9898, 0.3332], [-1.5385, 3.5188, 0.1852], [-0.7255, 2.0328, 0.6082], [-3.2945, -0.4262, -5.1178], [-2.6975, -0.0322, -3.7648], [-1.3515, 0.1458, -3.8838], [-2.9265, -1.2492, -5.3888], [-3.1375, 0.3898, -5.8688], [-4.3445, -0.5522, -5.0968], [-2.9155, -0.9172, -3.0698], [-3.4715, 0.8808, -3.2918], [-1.2445, 0.1458, -2.9438], [3.4495, 2.5328, 3.4452], [2.2135, 2.0358, 2.7022], [2.3545, 0.7268, 2.2442], [3.7145, 2.0298, 4.4422], [3.3745, 3.5528, 3.7172], [4.3815, 2.2578, 2.8272], [2.0075, 2.6108, 1.9072], [1.2285, 1.9958, 3.3912], [1.8145, 0.5768, 1.4172], [-5.2575, -1.5792, 0.1732], [-3.7595, -1.1092, -0.1668], [-2.9935, -2.1892, -0.7728], [-5.8635, -2.0832, -0.4828], [-5.8095, -0.7302, 0.6282], [-5.2455, -2.4352, 0.8722], [-3.3745, -0.6962, 0.8472], [-3.7345, -0.2262, -0.8738], [-2.0235, -2.1732, -0.3618], [-1.3215, -0.7032, 5.4322], [-0.6355, -0.9562, 4.1372], [-1.4975, -1.3772, 3.2942], [-1.7575, -1.5622, 5.8442], [-2.1045, 0.0648, 5.3492], [-0.5995, -0.2352, 6.1422], [0.3585, -1.6132, 4.3842], [-0.1365, -0.0262, 4.0202], [-1.0365, -0.9712, 2.4552], [2.2215, 2.7678, -0.9658], [3.6495, 2.2458, -0.9298], [4.4035, 3.0138, -1.8688], [1.7535, 2.2388, -1.7748], [1.7735, 3.7478, -0.8488], [1.9235, 2.3268, -0.0638], [3.7265, 1.2518, -1.4388], [4.2935, 2.1878, -0.1358], [4.8735, 2.3828, -2.2928]],
  "nbo_charge": [1.32, -0.56, -0.53, -0.58, -0.55, -0.71, 0.29, -0.37, 0.24, 0.27, 0.28, -0.68, 0.31, -0.38, 0.26, 0.24, 0.25, -0.68, 0.30, -0.36, 0.24, 0.23, 0.27, -0.60, -0.05, -0.72, 0.19, 0.19, 0.20, 0.18, 0.11, 0.50, -0.63, -0.05, -0.75, 0.21, 0.21, 0.21, 0.15, 0.15, 0.50, -0.64, -0.07, -0.77, 0.20, 0.20, 0.21, 0.18, 0.15, 0.51, -0.61, -0.03, -0.72, 0.19, 0.20, 0.19, 0.09, 0.15, 0.51, -0.64, -0.06, -0.73, 0.22, 0.23, 0.20, 0.16, 0.18, 0.45],
  "max_force_ev_per_a": 8.253,
  "charge": -1,
  "orbital_gap_ev": 9.36,
  "e_homo_ev": -6.9,
  "mol_weight_da": 440.31
}